#1
A cluster of 4 separate species, H10NO3 in total, computed with the ωB97M-V functional and the def2-TZVPD basis.

Results
Net charge: +1

Cartesian coordinates (Å):
N (0.14513, -0.40333, 0.01390)
H (-0.67571, -0.99441, -0.12946)
H (0.97188, -0.96689, -0.24757)
H (0.04441, -0.09003, 0.99159)
H (0.04787, 0.35352, -0.66926)
H (2.45535, -2.41039, -1.65041)
H (1.37250, -2.04091, -2.63651)
O (1.65625, -1.93129, -1.75278)
H (-1.42300, 2.61417, -1.47906)
H (-1.23022, 2.29201, -0.01548)
O (-0.93161, 2.01304, -0.88143)
H (-1.62418, -0.01919, 2.90787)
H (-0.44023, 0.91489, 3.22667)
O (-0.77313, 0.30814, 2.58420)

#2
A cluster of 4 separate species, H10NO3 in total, computed with the ωB97M-V functional and the def2-TZVPD basis.

Results
Net charge: +1

Cartesian coordinates (Å):
N (-0.27649, 0.12202, 0.93477)
H (-0.70228, 1.05047, 0.82350)
H (0.03925, -0.03391, 1.95780)
H (-0.59149, -0.71515, 0.50938)
H (0.51631, 0.42985, 0.34433)
H (-1.82516, 2.99866, 0.49661)
H (-0.98401, 3.21353, -0.75471)
O (-1.16310, 2.64560, 0.03452)
H (1.69865, 0.29620, -2.17693)
H (2.72349, -0.63529, -1.98936)
O (2.15670, -0.12360, -1.44844)
H (-0.63609, -2.78280, -0.29959)
H (-0.58573, -3.65712, 1.00848)
O (-0.37005, -2.80848, 0.55964)

#3
A cluster of 4 separate species, H10NO3 in total, computed with the ωB97M-V functional and the def2-TZVPD basis.

Results
Net charge: +1

Cartesian coordinates (Å):
N (-1.64176, -0.97963, -1.67391)
H (-1.02500, -0.47770, -0.99910)
H (-2.60068, -0.72457, -1.46447)
H (-1.44048, -1.95244, -1.45093)
H (-1.46393, -0.87983, -2.66852)
H (-0.26130, -0.04126, 1.50302)
H (-0.44109, -1.52361, 1.71268)
O (-0.50299, -0.84854, 1.02772)
H (2.51535, 1.59296, 3.07846)
H (2.42172, 1.76465, 1.60188)
O (2.07694, 1.20179, 2.31170)
H (0.66788, 0.75762, -0.22377)
H (1.19581, 1.32732, -1.57980)
O (0.49953, 0.78324, -1.17496)

#4
A cluster of 4 separate species, H10NO3 in total, computed with the ωB97M-V functional and the def2-TZVPD basis.

Results
Net charge: +1

Cartesian coordinates (Å):
N (-0.94496, 0.27049, -0.19136)
H (-1.07720, 0.15591, -1.23374)
H (-1.90362, 0.06543, 0.13096)
H (-0.11399, -0.27110, 0.11694)
H (-0.77857, 1.19486, 0.20362)
H (0.40986, -0.59121, -3.36297)
H (-0.27989, -1.93467, -3.13456)
O (-0.28773, -1.01289, -2.84377)
H (-0.19020, 1.79213, 2.86190)
H (0.47770, 2.98970, 2.23451)
O (0.57341, 2.03350, 2.32352)
H (1.01040, -1.93192, 1.52723)
H (2.03473, -1.35327, 0.65211)
O (1.07004, -1.40695, 0.71560)

The most stable of them is #1.

#1
An isolated molecule of C2H6N4O, computed with the ωB97M-V functional and the def2-TZVPD basis.

Results
SMILES string: [H]/N=C(/N)O/C(N)=N/[H]

Cartesian coordinates (Å):
H (-1.30656, -1.22339, 0.89993)
N (-0.76415, -0.98059, 1.78036)
C (0.01820, -0.15627, 1.31123)
N (1.10421, 0.34299, 2.03913)
O (0.30446, 0.34888, 0.06782)
C (-0.28543, -0.08126, -1.11203)
N (0.41090, 0.53335, -2.13191)
N (-1.30997, -0.84437, -0.99551)
H (-1.77124, -1.00674, -1.86401)
H (1.28896, 1.36133, 1.92349)
H (0.97210, 0.16484, 3.01864)
H (0.07278, 0.53818, -3.08511)
H (1.26572, 1.00304, -1.85204)

#2
An isolated molecule of C2H6N4O, computed with the ωB97M-V functional and the def2-TZVPD basis.

Results
SMILES string: N/N=C\N(N)C=O

Cartesian coordinates (Å):
N (1.30305, 1.11645, -1.42214)
N (-0.11211, 1.32746, -1.75702)
C (-0.79382, 0.89311, -0.66671)
N (-0.18488, 0.08511, 0.55872)
N (0.82900, -0.85037, 0.49685)
C (-1.09836, -0.46593, 1.39845)
O (-1.16901, -1.71275, 1.96454)
H (1.26236, -0.01831, -1.10230)
H (1.82212, 1.21410, -2.40268)
H (-1.90150, 0.78549, -0.86734)
H (1.36854, -0.69557, 1.37943)
H (0.51804, -1.98194, 0.75452)
H (-1.84342, 0.30314, 1.66569)

#3
An isolated molecule of C2H6N4O, computed with the ωB97M-V functional and the def2-TZVPD basis.

Results
SMILES string: N/N=C\NNC=O

Cartesian coordinates (Å):
N (-1.94881, -0.69732, -0.11686)
N (-1.73479, 0.61957, -0.47550)
C (-0.62576, 1.11561, -0.09048)
N (0.27574, 0.64746, 0.81301)
N (0.82459, -0.58597, 0.32360)
C (2.06323, -0.52044, -0.25907)
O (2.77187, 0.50181, -0.32754)
H (-2.89739, -0.86511, -0.52665)
H (-2.08048, -0.88905, 0.92253)
H (-0.47586, 2.15209, -0.52832)
H (1.09916, 1.36050, 0.73175)
H (0.24146, -1.42217, 0.14975)
H (2.48704, -1.41698, -0.61624)

The most stable of them is #1.

#1
A structure of composition C3H2F2O, computed with the ωB97M-V functional and the def2-TZVPD basis.

Cartesian coordinates (Å):
C (-1.56925, -0.77430, -0.14202)
C (-2.17617, 0.40202, 0.04260)
C (-0.25233, 0.05466, 0.05990)
O (-1.06829, 1.23588, -0.01368)
F (-1.81268, -2.03602, 0.02239)
F (-3.48057, 0.71850, -0.01523)
H (0.16541, -0.02107, 1.08582)
H (0.71017, -0.00509, -0.52337)

#2
An isolated molecule of C3H2F2O, computed with the ωB97M-V functional and the def2-TZVPD basis.

Results
SMILES string: O=CC=C(F)F

Cartesian coordinates (Å):
O (2.04176, 0.61581, -0.04849)
C (1.62374, -0.56174, 0.03009)
C (0.20092, -0.94166, 0.01939)
C (-0.75279, -0.04891, -0.01285)
F (-0.74483, 1.28007, 0.05022)
F (-2.03229, -0.42847, -0.04841)
H (2.35969, -1.34768, -0.04476)
H (-0.13085, -1.92929, 0.19667)

The most stable of them is #2.

#1
A cluster of 2 separate species, C2H10N4 in total, computed with the ωB97M-V functional and the def2-TZVPD basis.

Results
SMILES string: [H]/N=N/[H].CN(C)N

Cartesian coordinates (Å):
H (2.01166, 0.93339, -0.49174)
N (1.56905, 1.67905, 0.07563)
N (2.26900, 1.87127, 1.09445)
H (1.83811, 2.61168, 1.66991)
C (-0.87099, -0.62810, -1.44215)
N (-1.10900, -0.61006, -0.01058)
C (-0.28373, -1.55643, 0.70465)
N (-0.99378, 0.65402, 0.58113)
H (-1.06299, -1.63048, -1.81921)
H (0.16013, -0.34050, -1.70117)
H (-1.55843, 0.06563, -1.92615)
H (0.79048, -1.35352, 0.57633)
H (-0.52741, -1.48629, 1.76182)
H (-0.50129, -2.56049, 0.34739)
H (-1.67974, 1.27370, 0.15918)
H (-0.05107, 1.07713, 0.42050)

#2
A cluster of 2 separate species, C2H10N4 in total, computed with the ωB97M-V functional and the def2-TZVPD basis.

Results
SMILES string: [H]/N=N\N.CCN

Cartesian coordinates (Å):
H (-1.96185, -1.43940, 0.03982)
N (-1.70428, -0.80495, 0.82070)
N (-1.60294, 0.40535, 0.47195)
N (-2.02859, 0.79077, -0.75211)
H (-2.47427, 1.69363, -0.78554)
H (-2.25064, 0.07511, -1.44707)
C (1.51457, 0.17802, -0.94322)
C (1.23459, 0.27894, 0.54584)
N (1.11670, -1.01022, 1.13808)
H (2.44732, -0.35528, -1.12059)
H (1.55655, 1.16872, -1.39178)
H (0.70173, -0.35965, -1.43187)
H (1.98445, 0.88448, 1.05864)
H (0.09579, 0.75612, 0.62161)
H (1.26254, -0.94775, 2.14124)
H (0.10834, -1.31389, 1.03431)

#3
An isolated molecule of C2H10N4, computed with the ωB97M-V functional and the def2-TZVPD basis.

Results
SMILES string: CNNN(C)N

Cartesian coordinates (Å):
C (-2.17692, 0.34981, -0.36485)
N (-1.19354, -0.23465, -1.26802)
N (0.14614, 0.07032, -1.01250)
N (0.60867, -0.33302, 0.26914)
C (1.98484, -0.78346, 0.16772)
N (0.41287, 0.68186, 1.24145)
H (-2.07201, 1.43445, -0.39954)
H (-2.06867, 0.02255, 0.67461)
H (-3.16622, 0.07897, -0.72854)
H (-1.27511, -1.24810, -1.26208)
H (0.27116, 1.07668, -1.14800)
H (2.67880, 0.03748, -0.06655)
H (2.27519, -1.23834, 1.11513)
H (2.03828, -1.52793, -0.62153)
H (1.18089, 1.36043, 1.24398)
H (0.35564, 0.25296, 2.15958)

#4
A cluster of 2 separate species, C2H10N4 in total, computed with the ωB97M-V functional and the def2-TZVPD basis.

Results
SMILES string: [H]/N=C/N.NCN

Cartesian coordinates (Å):
H (-1.43588, 1.75533, 2.47224)
N (-1.37190, 1.53410, 1.48208)
C (-0.69700, 2.45768, 0.90449)
N (-0.16875, 2.28248, -0.33489)
H (-0.43375, 3.38875, 1.39001)
H (0.04411, 3.08313, -0.90558)
H (-0.42050, 1.42007, -0.80242)
N (1.45114, -2.26611, 0.18562)
C (0.47178, -2.10196, -0.83138)
N (-0.18233, -0.77844, -0.80488)
H (1.21669, -2.20204, 1.15746)
H (2.35680, -1.93489, -0.09046)
H (-0.30348, -2.87424, -0.77342)
H (0.93254, -2.34421, -1.78467)
H (-0.47966, -0.70739, 0.16324)
H (-0.97980, -0.71226, -1.42745)

The most stable of them is #4.